The following is a DFT calculation (ωB97M-V with the def2-TZVPD basis set) of C5H9NO as an isolated structure at a distorted geometry.

Electronic energy ... -8865.23370 eV
Strongest force on any atom ... 2.10 eV/Å
Total charge ... 0
Lowest unoccupied orbital energy ... 0.8 eV
Kohn-Sham gap ... 11.189 eV
ΔE to the lowest compared entry with this formula, charge and spin ... 91.8 kcal/mol

Each line ends with the Mulliken charge.
CARTESIAN COORDINATES (ANGSTROEM)
C: 2.664 0.376 0.115  -0.72
O: 1.297 0.662 0.248  -0.28
C: 0.505 -0.464 0.491  -0.57
C: -0.959 0.044 0.545  0.00
C: -1.863 0.679 -1.015  -0.84
C: -1.932 -1.036 0.526  0.20
N: -2.827 -1.656 0.128  -0.51
H: 3.157 1.323 -0.111  0.24
H: 2.851 -0.333 -0.706  0.30
H: 3.095 -0.040 1.041  0.29
H: 0.849 -0.961 1.432  0.37
H: 0.616 -1.233 -0.291  0.35
H: -1.065 0.636 1.474  0.30
H: -2.821 0.749 -0.513  0.31
H: -1.893 1.486 -1.798  0.27
H: -1.675 -0.233 -1.567  0.29